Computed, not measured: a molecular structure, C29H68I3N6O9P2, with the ωB97M-V functional and the def2-TZVPD basis.

The electronic energy is -3727.27654 Eh. As for the LUMO energy: 1.25 eV. The highest occupied orbital energy is -0.138 Eh. Its charge is -1.

Positions of all 117 atoms, in Å:
C 0.18 -4.24 -5.97
C -1.34 -4.07 -6.00
C -1.75 -2.60 -6.05
C -1.00 -1.77 -7.09
O 0.19 -1.24 -6.57
P 0.89 0.22 -7.22
C 0.80 -0.56 -8.97
C 0.70 1.11 -5.40
I 2.35 1.08 -3.93
C -0.49 0.67 -4.54
C -1.88 0.95 -5.13
C 1.75 1.88 -8.08
I 0.16 2.69 -9.30
C 2.48 2.95 -7.25
C 3.97 2.60 -7.04
I 2.50 4.99 -8.13
P 3.05 -0.61 -6.89
O 3.53 -1.07 -8.42
O 2.74 -2.12 -6.25
H 0.63 -3.61 -5.20
H 0.45 -5.29 -5.79
H 0.65 -3.95 -6.91
H -1.76 -4.50 -5.09
H -1.77 -4.62 -6.85
H -1.57 -2.17 -5.07
H -2.83 -2.52 -6.25
H -0.76 -2.43 -7.95
H -1.65 -0.98 -7.51
H -0.40 0.83 -7.41
H 1.04 -1.63 -8.89
H 1.49 -0.12 -9.70
H -0.21 -0.47 -9.37
H 0.53 2.18 -5.57
H -0.45 1.26 -3.61
H -0.37 -0.37 -4.23
H -1.93 0.86 -6.21
H -2.61 0.29 -4.68
H -2.20 1.96 -4.87
H 2.47 1.53 -8.82
H 2.00 3.18 -6.31
H 4.23 1.69 -7.58
H 4.63 3.39 -7.38
H 4.17 2.42 -5.99
H 2.99 -1.81 -8.74
H 3.56 -2.42 -5.83
C -4.63 0.90 -2.32
O -3.55 1.44 -2.41
N -4.91 -0.07 -1.43
C -6.21 -0.68 -1.33
C -3.81 -0.53 -0.59
H -5.48 1.15 -2.98
H -6.63 -0.55 -0.32
H -6.16 -1.75 -1.54
H -6.89 -0.22 -2.04
H -3.37 0.30 -0.04
H -3.03 -0.94 -1.23
H -4.16 -1.31 0.08
C -0.81 1.61 0.26
O -1.67 1.20 1.02
N 0.31 2.25 0.64
C 1.30 2.68 -0.33
C 0.52 2.51 2.05
H -0.90 1.47 -0.83
H 2.27 2.22 -0.12
H 1.43 3.77 -0.30
H 0.99 2.39 -1.33
H 0.54 1.58 2.61
H -0.28 3.13 2.45
H 1.46 3.04 2.18
C -1.21 -3.60 -2.02
O -2.32 -3.47 -1.54
N -0.18 -4.21 -1.41
C 1.12 -4.32 -2.03
C -0.40 -4.76 -0.08
H -0.95 -3.20 -3.02
H 1.41 -5.36 -2.16
H 1.88 -3.81 -1.42
H 1.09 -3.84 -3.01
H -1.19 -5.52 -0.11
H -0.71 -3.99 0.61
H 0.53 -5.21 0.27
C 2.92 3.47 5.08
O 2.45 4.10 4.16
N 2.33 3.32 6.28
C 2.93 2.53 7.34
C 1.04 3.95 6.52
H 3.89 2.94 5.01
H 2.28 1.70 7.63
H 3.11 3.15 8.22
H 3.88 2.13 7.00
H 0.30 3.58 5.81
H 1.11 5.03 6.39
H 0.71 3.72 7.53
C -2.45 2.94 8.74
O -1.50 3.63 8.42
N -2.37 1.88 9.57
C -3.51 1.07 9.91
C -1.06 1.56 10.13
H -3.47 3.12 8.36
H -3.71 1.08 10.99
H -3.36 0.03 9.60
H -4.39 1.45 9.40
H -0.69 2.40 10.73
H -0.34 1.34 9.35
H -1.17 0.68 10.77
C 2.37 -1.05 9.51
O 1.50 -0.46 8.90
N 2.24 -1.51 10.77
C 3.31 -2.20 11.45
C 0.98 -1.29 11.45
H 3.36 -1.26 9.07
H 3.01 -3.21 11.73
H 3.61 -1.66 12.36
H 4.17 -2.27 10.79
H 0.16 -1.76 10.90
H 0.77 -0.22 11.52
H 1.03 -1.71 12.45

These are the Mulliken partial charges, in e, on atoms 1 to 2: -0.92, -0.70

Computed, not measured: 7 unconnected molecules or ions with the total composition C29H68N3O6 in a non-equilibrium geometry, with the ωB97M-V functional and the def2-TZVPD basis.

The electronic energy is -1761.11596 Eh. As for the LUMO energy: -2.61 eV. The highest occupied orbital energy is -0.434 Eh. Its charge is +1. The relative energy (zero: lowest compared OMol25 entry of this formula, charge and spin) is 0.00 kJ/mol.

Positions of all 106 atoms, in Å:
C -4.26 0.12 -2.03
C -4.22 -0.93 -1.81
C -4.23 -2.38 -1.74
C -4.67 -2.96 -3.11
C -4.23 -4.41 -3.31
C -2.81 -4.60 -3.85
C -2.31 -3.78 -5.02
N -1.02 -3.26 -4.43
C -0.68 -3.98 -3.31
N 0.46 -3.84 -2.78
C 1.49 -2.97 -3.31
C 0.78 -4.61 -1.56
C 0.95 -3.66 -0.35
C 2.33 -3.88 0.33
C 2.18 -4.08 1.85
C 3.36 -3.49 2.64
C 3.30 -1.93 2.58
C 2.79 -1.41 3.93
C 2.70 0.12 4.01
C 2.15 0.74 2.71
C 1.59 2.14 2.93
C 1.09 2.75 1.59
C 0.05 1.88 0.90
C -1.18 1.57 1.78
C -2.38 1.20 0.90
C -3.23 2.37 0.35
C -3.41 3.57 1.28
C -2.34 4.67 1.22
C -1.84 5.05 -0.18
C -2.94 5.26 -1.25
C -2.40 4.72 -2.58
N -1.69 -4.78 -2.90
H -4.46 1.13 -2.22
H -3.21 -2.72 -1.53
H -4.92 -2.69 -0.97
H -5.74 -2.83 -3.16
H -4.24 -2.29 -3.85
H -4.32 -5.00 -2.40
H -4.89 -4.85 -4.05
H -2.90 -5.59 -4.30
H -2.91 -2.96 -5.37
H -2.07 -4.34 -5.91
H -0.36 -3.42 -5.18
H 1.06 -2.18 -3.90
H 2.04 -2.49 -2.52
H 2.20 -3.51 -3.94
H 1.67 -5.19 -1.79
H -0.01 -5.33 -1.36
H 0.16 -3.78 0.37
H 0.89 -2.64 -0.70
H 2.89 -4.68 -0.13
H 2.90 -2.96 0.18
H 1.28 -3.59 2.20
H 2.10 -5.14 2.07
H 4.30 -3.86 2.25
H 3.20 -3.80 3.66
H 4.29 -1.56 2.37
H 2.60 -1.69 1.78
H 1.81 -1.86 4.11
H 3.49 -1.75 4.68
H 1.99 0.39 4.79
H 3.67 0.53 4.26
H 2.93 0.82 1.95
H 1.42 0.04 2.32
H 0.72 2.11 3.57
H 2.39 2.78 3.28
H 1.92 2.96 0.92
H 0.68 3.72 1.86
H 0.49 0.92 0.63
H -0.31 2.31 -0.03
H -0.92 0.67 2.33
H -1.38 2.32 2.53
H -1.96 0.69 0.03
H -2.96 0.44 1.42
H -4.23 1.96 0.19
H -2.86 2.62 -0.63
H -4.36 4.04 1.04
H -3.51 3.25 2.31
H -2.77 5.56 1.67
H -1.48 4.39 1.81
H -1.12 4.34 -0.58
H -1.30 5.99 -0.08
H -3.86 4.72 -1.05
H -3.16 6.32 -1.34
H -1.40 5.13 -2.78
H -2.28 3.63 -2.54
H -3.03 5.00 -3.42
H -2.10 -4.52 -2.01
O 5.47 1.69 4.26
H 5.94 2.29 4.86
H 6.14 1.44 3.61
O 0.64 6.07 -3.77
H 1.19 5.67 -4.45
H 1.14 6.84 -3.48
O 0.64 1.00 -4.89
H 1.27 1.11 -4.16
H 0.19 0.17 -4.69
O -2.11 3.00 -5.73
H -2.36 2.79 -4.82
H -1.17 2.78 -5.76
O 6.32 2.79 7.23
H 6.41 1.92 7.64
H 5.79 3.29 7.87
O 6.97 0.36 8.99
H 7.62 0.48 9.69
H 6.48 -0.43 9.26

These are the Mulliken partial charges, in e, on atoms 1 to 2: -0.70, -0.54

> Among the records above, which one has the highest LUMO energy?

C29H68I3N6O9P2